(1)
ORCA calculation (ωB97M-V/def2-TZVPD) on C39H38AsHgNO2S2 as an isolated structure.

Calculated values
**F_max**: 1.764 eV Å⁻¹
**⟨S²⟩**: 0.767
**Multiplicity**: 2
**Charge**: -1
**E**: -133329.46535 eV

Last column: Mulliken charge in e.
Element x y z (Å)
1 Hg 10.6953 12.1518 12.1361  1.952
2 C 12.4106 14.8648 14.9534  -1.269
3 C 12.4851 14.9366 13.4547  0.986
4 C 13.5191 14.3307 12.7363  -0.725
5 C 13.5770 14.4165 11.3409  0.915
6 C 14.6110 13.6049 10.5945  -1.613
7 C 12.5610 15.1041 10.6573  -0.545
8 C 11.5116 15.6660 11.3580  1.065
9 C 10.4032 16.2891 10.5698  -1.627
10 C 11.5040 15.6382 12.7459  -0.532
11 H 13.3036 15.3423 15.3902  0.467
12 H 12.3901 13.8367 15.3048  -0.090
13 H 11.5068 15.3835 15.2957  0.285
14 H 14.2609 13.7663 13.2844  0.221
15 H 15.1093 14.1951 9.8247  0.435
16 H 14.0767 12.8082 10.0777  0.247
17 H 15.3522 13.1539 11.2572  0.354
18 H 12.6024 15.1315 9.5617  0.281
19 H 10.8018 16.9486 9.7805  0.420
20 H 9.7728 16.8566 11.2364  0.363
21 H 9.7917 15.5365 10.0654  0.181
22 H 10.6373 16.0599 13.2922  0.148
23 S 8.4966 13.2428 11.7414  -0.591
24 C 8.1990 12.7398 10.0669  0.415
25 C 6.9023 12.8353 9.5487  -0.640
26 C 6.5667 12.4581 8.2568  -0.542
27 C 7.5814 12.0208 7.4083  -0.504
28 C 8.8693 11.8808 7.9124  -0.658
29 C 9.2066 12.2384 9.2275  0.199
30 S 10.8937 12.0865 9.7083  -0.547
31 H 6.1144 13.1522 10.2189  0.371
32 H 5.5324 12.5326 7.9033  0.311
33 H 7.3426 11.6746 6.3996  0.305
34 H 9.6584 11.5169 7.2531  0.377
35 O 12.7150 9.6662 12.1251  -0.310
36 C 11.9854 8.7017 11.4356  -0.893
37 C 10.5409 8.5445 11.8816  0.501
38 C 9.9156 7.3273 11.8280  -0.747
39 C 8.5520 7.2298 12.1392  -0.322
40 C 7.8773 8.3878 12.5020  -0.973
41 C 8.5778 9.5596 12.5284  -0.460
42 N 9.8775 9.6686 12.1988  0.621
43 H 12.3081 10.5320 11.9834  -0.152
44 H 12.4959 7.7386 11.5343  0.393
45 H 11.9653 8.9776 10.3746  0.221
46 H 10.4650 6.4298 11.5421  0.423
47 H 8.0841 6.2482 12.0496  0.386
48 H 6.7999 8.3726 12.7276  0.382
49 H 8.0777 10.4765 12.7755  0.460
50 O 11.5871 11.8631 14.0039  0.418
51 As 11.3312 11.0785 15.5095  0.646
52 C 10.6074 9.3197 15.7479  0.623
53 C 11.3480 8.1863 15.2797  -0.464
54 C 10.7192 6.9480 15.2380  -0.479
55 C 9.3994 6.7493 15.5968  -0.814
56 C 8.6743 7.8832 16.0161  -0.665
57 C 9.2341 9.1229 16.0785  -0.613
58 C 10.1999 12.2241 16.5723  0.029
59 C 9.4394 13.1508 15.8846  -0.687
60 C 8.5782 13.9868 16.5709  -0.773
61 C 8.4997 13.9154 17.9468  -0.461
62 C 9.2371 12.9565 18.6430  -0.722
63 C 10.1058 12.1292 17.9738  -0.374
64 C 13.1439 11.1121 16.1510  0.529
65 C 13.4230 11.8356 17.3184  -0.341
66 C 14.7066 11.8559 17.8283  -0.873
67 C 15.7270 11.1803 17.1564  -0.531
68 C 15.4467 10.4419 16.0101  -0.863
69 C 14.1578 10.4093 15.4993  -0.098
70 H 12.3735 8.2672 14.9086  0.136
71 H 11.3308 6.1303 14.8119  0.331
72 H 8.9569 5.7516 15.5717  0.370
73 H 7.6198 7.7739 16.2572  0.374
74 H 8.6559 9.9582 16.4280  0.369
75 H 9.5496 13.2444 14.8120  0.573
76 H 7.9463 14.6997 16.0556  0.437
77 H 7.8827 14.5901 18.5112  0.394
78 H 9.1286 12.9273 19.7162  0.390
79 H 10.6073 11.3162 18.4980  0.450
80 H 12.6634 12.3700 17.8525  0.383
81 H 14.8975 12.3580 18.7589  0.432
82 H 16.7745 11.2092 17.4682  0.336
83 H 16.2626 9.8738 15.5359  0.370
84 H 13.9152 9.8313 14.6031  0.223

***

(2)
ORCA calculation (ωB97M-V/def2-TZVPD) on a 2-piece molecular cluster, C13H30BBrNO3 overall.

Calculated values
**F_max**: 4.808 eV Å⁻¹
**Charge**: +1
**E**: -92308.04123 eV

Last column: Mulliken charge in e.
Element x y z (Å)
1 C 0.8647 2.1693 -4.3297  -0.762
2 C 1.1056 0.5602 -4.5461  -0.715
3 C 0.7145 -0.2704 -3.1815  0.322
4 C 0.8008 -1.8946 -3.3842  -0.904
5 B 1.6786 0.3143 -1.9579  0.315
6 O 0.9388 0.6875 -0.7000  -0.586
7 C 0.3430 -0.5024 -0.0731  -0.454
8 C -0.0198 -0.2860 1.5245  0.511
9 C 1.2459 0.1991 2.4474  -1.065
10 O -0.5480 -1.5250 2.1268  -0.569
11 C 3.3045 0.5404 -2.0546  -0.166
12 Br 4.3697 -1.1130 -2.4324  -0.155
13 C 3.9854 1.2698 -0.7541  0.424
14 C 4.5584 2.7918 -1.0450  -0.921
15 H 0.5858 2.6437 -5.3884  0.319
16 H 1.7748 2.7466 -3.8706  0.178
17 H -0.0923 2.3348 -3.6410  0.198
18 H 0.3793 0.1876 -5.3891  0.407
19 H 2.2136 0.3760 -4.8876  0.243
20 H -0.4259 -0.0270 -2.9262  0.156
21 H 0.7254 -2.0854 -4.5603  0.328
22 H -0.1337 -2.4802 -2.9289  0.235
23 H 1.7864 -2.3951 -3.0005  0.170
24 H 1.0782 -1.4161 -0.2680  0.220
25 H -0.7064 -0.6822 -0.6130  0.173
26 H -0.8532 0.5609 1.6351  0.157
27 H 1.8684 -0.6749 2.9295  0.332
28 H 2.0142 0.9035 1.9045  0.089
29 H 0.7900 0.8429 3.3401  0.302
30 H -0.0262 -1.7570 2.9532  0.322
31 H 3.4824 1.2671 -2.9846  0.350
32 H 3.3014 1.3450 0.1925  -0.682
33 H 4.9231 0.6220 -0.4398  0.426
34 H 4.2782 3.4562 -0.1065  0.294
35 H 3.9768 3.2033 -1.9748  0.249
36 H 5.7203 2.6870 -1.2073  0.265
37 C -5.8300 -1.0980 2.4070  -1.059
38 C -5.3311 -0.7167 3.7658  0.599
39 O -6.0161 -0.3650 4.7060  -0.468
40 N -3.9445 -0.6879 4.0458  0.031
41 C -3.5271 -1.7336 5.0112  -0.857
42 H -6.9078 -0.9210 2.3509  0.327
43 H -5.3339 -0.4869 1.6490  0.385
44 H -5.6299 -2.1562 2.2258  0.347
45 H -3.3964 -0.7185 3.1853  0.248
46 H -3.8303 0.2014 4.5445  0.363
47 H -2.4550 -1.6070 5.1806  0.340
48 H -3.7281 -2.7131 4.5709  0.371
49 H -4.0725 -1.5972 5.9490  0.366

***

(3)
ORCA calculation (ωB97M-V/def2-TZVPD) on the molecule C4H9NO.

Calculated values
**F_max**: 2.979 eV Å⁻¹
**ΔE to the lowest compared entry with this formula, charge and spin**: 70.5 kcal per mole
**SMILES string**: CNC[C@@H]1CO1
**E**: -7829.26336 eV

Last column: Mulliken charge in e.
Element x y z (Å)
1 C 2.1857 -0.4669 0.0884  -0.709
2 N 1.2424 0.6310 0.5530  -0.362
3 C 0.0706 0.7319 -0.2263  -0.687
4 C -1.0282 -0.3011 -0.0159  0.266
5 C -2.4484 -0.0081 -0.2721  -0.438
6 O -1.9047 -0.0539 1.0825  -0.422
7 H 1.6478 -1.4452 -0.2242  0.213
8 H 2.8643 -0.5635 0.9266  0.354
9 H 2.8639 -0.0831 -0.7965  0.238
10 H 0.9869 0.4600 1.5573  0.261
11 H 0.4759 0.4773 -1.2410  0.309
12 H -0.2685 1.8150 -0.1699  0.306
13 H -0.7493 -1.3864 -0.1797  0.191
14 H -2.7968 0.9869 -0.5541  0.231
15 H -3.1416 -0.7939 -0.5282  0.249